Below is an isolated molecule of C4H6OS2 in a non-equilibrium geometry, with properties calculated with ωB97M-V/def2-TZVPD.

Each line ends with the Löwdin charge.
Cartesian coordinates (Å):
O  0.62  1.95  -1.76  0.01
C  0.08  1.59  -0.52  -0.28
C  0.56  0.51  0.42  -0.63
S  1.37  -1.02  0.54  0.87
C  -0.23  -1.85  0.94  -0.69
S  -1.72  -0.75  0.59  0.84
C  -0.62  0.29  -0.40  -0.60
H  0.90  1.16  -2.26  0.12
H  -0.36  2.45  -0.04  0.15
H  0.30  0.92  1.37  0.09
H  -0.27  -2.78  0.36  0.03
H  -0.34  -2.16  1.98  0.03
H  -0.29  -0.31  -1.22  0.08

Output
LUMO	0.7	eV
HOMO energy	-8.7	eV
SMILES	OC1[C@@H]2SCS[C@@H]12
energy above the lowest of the compared OMol25 structures with the same formula, charge and spin	3.064	eV
net charge	0